(1)
A cluster of 2 separate species, C4H12 in total at a distorted geometry. Source: OMol25; level of theory: ωB97M-V/def2-TZVPD.

The geometry in XYZ format:
```
16
Properties=species:S:1:pos:R:3:nbo_charge:R:1
C 1.549 1.043 -0.264 -0.749
C 1.177 2.340 -1.013 -0.769
H 2.317 1.249 0.477 0.183
H 0.616 0.733 0.198 0.204
H 1.821 0.222 -0.922 0.192
H 2.081 2.902 -1.264 0.177
H 0.634 2.998 -0.326 0.185
H 0.489 2.157 -1.835 0.196
C -2.021 -1.377 0.510 -0.993
C -0.641 -1.964 0.734 -0.751
H -2.470 -0.930 1.394 0.189
H -2.198 -0.751 -0.364 0.195
H -2.650 -2.258 0.285 0.174
H 0.129 -1.225 0.973 0.191
H -0.269 -2.472 -0.151 0.190
H -0.564 -2.666 1.567 0.186
```

Its spin multiplicity is 2. Its total charge is -1. As for the gap between HOMO and LUMO (alpha / beta): 2.702 / 12.027 eV.


(2)
A structure of composition CH3FIP at a distorted geometry. Source: OMol25; level of theory: ωB97M-V/def2-TZVPD.

The geometry in XYZ format:
```
7
Properties=species:S:1:pos:R:3:nbo_charge:R:1
C 0.458 0.295 0.425 -0.921
F -1.792 -0.901 0.236 -0.586
P -0.273 -1.145 -0.315 0.988
I 2.459 0.461 -0.411 0.161
H -0.709 1.386 -0.011 0.209
H 0.431 0.395 1.541 0.243
H -0.573 -0.490 -1.464 -0.095
```

Its spin multiplicity is 1. As for the gap between HOMO and LUMO: 9.171 eV.


(3)
The molecule C2H2ClFOS. Source: OMol25; level of theory: ωB97M-V/def2-TZVPD.

The geometry in XYZ format:
```
8
Properties=species:S:1:pos:R:3:nbo_charge:R:1
O 0.834 0.987 -0.994 -0.629
C 0.796 -0.047 -0.158 0.162
S 2.058 -1.045 0.079 0.000
C -0.546 -0.278 0.494 0.093
F -1.187 0.951 0.534 -0.351
Cl -1.558 -1.343 -0.468 0.001
H 0.036 1.515 -0.955 0.501
H -0.433 -0.740 1.468 0.223
```

Its spin multiplicity is 1. As for the SMILES: OC(=S)[C@@H](F)Cl. As for the gap between HOMO and LUMO: 9.045 eV.


(4)
The molecule C17H14ClN3O2S at a distorted geometry. Source: OMol25; level of theory: ωB97M-V/def2-TZVPD.

The geometry in XYZ format:
```
38
Properties=species:S:1:pos:R:3:nbo_charge:R:1
Cl -8.249 -0.023 1.195 0.002
C -6.841 -0.264 0.217 -0.005
C -6.800 -1.336 -0.661 -0.268
C -5.670 -1.512 -1.441 -0.178
C -4.596 -0.651 -1.337 -0.281
C -4.642 0.426 -0.446 0.154
N -3.643 1.372 -0.389 -0.513
C -2.415 1.168 -0.153 0.294
N -1.874 -0.023 0.271 -0.455
N -0.572 -0.387 0.247 -0.229
C 0.348 0.484 0.436 0.209
C 1.734 0.032 0.353 -0.098
C 2.006 -1.339 0.440 -0.171
C 3.299 -1.805 0.395 -0.237
C 4.365 -0.921 0.248 0.220
C 4.101 0.445 0.107 0.282
C 2.797 0.912 0.174 -0.241
O 5.101 1.359 -0.106 -0.497
C 6.322 0.768 -0.493 -0.098
C 6.631 -0.433 0.399 -0.097
O 5.636 -1.422 0.247 -0.479
C -0.001 1.904 0.771 -0.586
S -1.301 2.508 -0.374 0.293
C -5.787 0.620 0.329 -0.262
H -7.637 -2.011 -0.735 0.227
H -5.627 -2.337 -2.137 0.217
H -3.727 -0.784 -1.966 0.218
H -2.498 -0.821 0.211 0.408
H 1.182 -2.022 0.558 0.235
H 3.520 -2.856 0.482 0.228
H 2.656 1.973 0.050 0.216
H 7.085 1.542 -0.397 0.204
H 6.261 0.435 -1.538 0.181
H 7.578 -0.900 0.124 0.204
H 6.673 -0.104 1.447 0.181
H -0.413 1.953 1.782 0.242
H 0.830 2.596 0.687 0.244
H -5.831 1.456 1.008 0.235
```

Its spin multiplicity is 1. As for the SMILES: Clc1cccc(/N=C2\NN=C(c3ccc4c(c3)OCCO4)CS2)c1. As for the gap between HOMO and LUMO: 8.329 eV.


(5)
A cluster of 9 separate species, C29H80N6O9 in total at a distorted geometry. Source: OMol25; level of theory: ωB97M-V/def2-TZVPD.

The geometry in XYZ format:
```
124
Properties=species:S:1:pos:R:3:lowdin_charge:R:1
C -4.141 -5.643 3.073 -0.048
C -3.344 -4.640 2.095 -0.368
C -1.763 -4.822 2.209 -0.191
O -1.225 -3.653 1.666 -0.204
C 0.072 -3.258 2.143 -0.092
N -3.832 -4.820 0.700 0.022
H -5.187 -5.340 3.047 0.064
H -3.801 -5.470 4.094 0.061
H -3.994 -6.694 2.825 0.074
H -3.635 -3.620 2.347 0.115
H -1.339 -5.731 1.783 0.132
H -1.599 -4.751 3.285 0.112
H 0.728 -4.085 2.411 0.093
H 0.083 -2.526 2.950 0.081
H 0.532 -2.747 1.298 0.048
H -3.478 -4.134 0.049 0.053
H -4.825 -4.636 0.695 0.059
C -0.962 1.811 -2.950 -0.116
C -0.911 1.938 -4.466 -0.325
C 0.560 1.895 -5.047 -0.191
O 1.312 0.991 -4.280 -0.210
C 2.607 0.933 -4.914 -0.091
N -1.768 0.741 -4.880 0.052
H -0.545 0.998 -2.356 0.057
H -1.963 1.923 -2.534 0.062
H -0.509 2.717 -2.548 0.064
H -1.492 2.843 -4.641 0.128
H 0.856 2.939 -4.945 0.124
H 0.472 1.628 -6.100 0.129
H 2.562 0.407 -5.868 0.101
H 3.442 0.585 -4.305 0.074
H 3.093 1.905 -4.989 0.090
H -2.288 0.444 -4.067 0.028
H -1.070 0.021 -5.004 0.030
C 5.423 -0.092 1.585 -0.038
C 4.786 -1.376 0.958 -0.380
C 5.152 -2.622 1.828 -0.205
O 6.542 -2.759 2.170 -0.208
C 7.031 -4.089 2.643 -0.039
N 3.346 -1.324 0.838 0.035
H 6.506 -0.208 1.627 0.079
H 5.029 -0.001 2.597 0.075
H 5.219 0.839 1.057 0.050
H 5.201 -1.383 -0.050 0.131
H 4.774 -3.519 1.338 0.111
H 4.504 -2.769 2.692 0.114
H 7.665 -3.928 3.515 0.078
H 7.528 -4.565 1.798 0.093
H 6.240 -4.502 3.270 0.080
H 3.067 -0.959 -0.062 0.054
H 2.862 -2.203 0.948 0.069
C -4.096 -3.715 -3.728 -0.024
C -3.208 -2.627 -4.508 -0.406
C -1.696 -2.613 -4.272 -0.194
O -1.442 -2.615 -2.908 -0.227
C -0.116 -2.708 -2.392 -0.058
N -3.626 -2.567 -5.890 0.024
H -5.158 -3.493 -3.628 0.075
H -3.559 -3.812 -2.784 0.049
H -3.927 -4.658 -4.248 0.069
H -3.598 -1.648 -4.230 0.115
H -1.256 -1.678 -4.619 0.095
H -1.256 -3.493 -4.742 0.133
H 0.283 -1.699 -2.494 0.074
H 0.492 -3.401 -2.975 0.093
H -0.014 -2.886 -1.321 0.076
H -4.549 -2.177 -6.018 0.074
H -3.805 -3.513 -6.196 0.060
C 4.383 1.674 -1.721 -0.058
C 3.103 1.755 -0.943 -0.458
C 2.532 3.179 -0.965 -0.172
O 3.597 4.019 -0.468 -0.179
C 3.468 4.282 0.965 -0.072
N 2.222 0.772 -1.549 0.078
H 4.699 0.642 -1.870 0.086
H 5.168 2.167 -1.148 0.081
H 4.215 2.276 -2.615 0.084
H 3.344 1.451 0.076 0.103
H 1.560 3.276 -0.481 0.100
H 2.324 3.452 -2.000 0.124
H 4.313 4.930 1.194 0.089
H 3.727 3.400 1.551 0.077
H 2.521 4.685 1.324 0.074
H 1.319 1.137 -1.280 0.039
H 2.238 0.881 -2.553 0.030
O -3.061 -0.229 -1.699 -0.050
H -2.542 -1.000 -1.930 0.010
H -2.660 0.096 -0.892 0.003
O 1.791 0.406 2.601 -0.056
H 2.238 -0.202 2.012 -0.027
H 1.989 0.079 3.479 0.046
O -0.486 -0.321 0.316 -0.030
H 0.339 -0.710 0.607 0.008
H -0.915 -0.036 1.123 0.004
C -2.767 1.144 4.400 -0.006
C -2.104 2.372 3.760 -0.443
C -0.772 1.861 3.056 -0.126
C -0.099 2.917 2.168 -0.156
C -1.167 3.486 1.170 -0.075
C -2.575 3.933 1.770 -0.459
N -3.011 2.844 2.695 0.107
O -4.275 3.144 3.221 0.104
C -2.610 5.303 2.366 0.002
C -3.558 3.832 0.638 -0.025
C -1.673 3.394 4.821 0.018
H -2.190 0.723 5.224 0.108
H -2.981 0.348 3.687 0.096
H -3.751 1.476 4.732 0.086
H -0.083 1.509 3.825 0.117
H -0.941 0.940 2.499 0.083
H 0.794 2.516 1.689 0.091
H 0.231 3.745 2.796 0.104
H -1.160 2.683 0.433 0.112
H -0.741 4.416 0.795 0.125
H -2.949 6.003 1.602 0.110
H -3.278 5.496 3.206 0.104
H -1.643 5.613 2.762 0.095
H -3.624 2.809 0.267 0.099
H -4.546 4.086 1.023 0.093
H -3.395 4.458 -0.239 0.118
H -1.097 2.784 5.516 0.107
H -2.582 3.694 5.342 0.102
H -1.068 4.260 4.552 0.090
H -4.802 2.765 2.514 0.139
```

Its spin multiplicity is 2. Its total charge is +1. As for the gap between HOMO and LUMO (alpha / beta): 7.933 / 3.337 eV.


(6)
A cluster of 2 separate species, C3H7O in total at a distorted geometry. Source: OMol25; level of theory: ωB97M-V/def2-TZVPD.

The geometry in XYZ format:
```
11
Properties=species:S:1:pos:R:3:nbo_charge:R:1
C -1.240 0.518 0.645 0.241
O -0.942 -0.366 -0.235 -0.817
C -2.502 1.117 0.854 -0.795
C 2.205 -1.022 -0.858 -0.863
H -0.512 0.751 1.410 0.062
H -3.256 1.112 -0.002 0.164
H -2.557 1.838 1.645 0.156
H 2.196 -2.058 -1.183 0.194
H 2.317 -0.333 -1.672 0.196
H 3.009 -0.800 -0.168 0.183
H 1.281 -0.758 -0.437 0.279
```

Its spin multiplicity is 1. Its total charge is -1. As for the gap between HOMO and LUMO: 6.389 eV.


(7)
A structure of composition C3H6O3Sc at a distorted geometry. Source: OMol25; level of theory: ωB97M-V/def2-TZVPD.

The geometry in XYZ format:
```
13
Properties=species:S:1:pos:R:3:nbo_charge:R:1
H 1.222 -1.464 0.968 0.215
O -1.751 0.024 -1.044 -0.307
C -1.011 -0.292 -0.159 0.950
O -0.042 0.621 0.192 -0.648
Sc 2.006 0.454 -0.614 2.450
O -0.647 -1.530 0.059 -0.393
C 0.708 -1.946 0.120 -0.334
H 1.207 -1.841 -0.862 0.162
H 0.712 -3.021 0.323 0.393
C -0.520 2.003 0.243 -0.303
H 0.384 2.585 0.441 0.206
H -0.971 2.385 -0.676 0.292
H -1.297 2.022 1.010 0.318
```

Its spin multiplicity is 1. Its total charge is +3. As for the gap between HOMO and LUMO (alpha / beta): 5.362 / 5.357 eV.


(8)
A cluster of 5 separate species, C30H43F15IN3O14PS in total at a distorted geometry. Source: OMol25; level of theory: ωB97M-V/def2-TZVPD.

The geometry in XYZ format:
```
108
Properties=species:S:1:pos:R:3:lowdin_charge:R:1
C 4.992 -1.938 6.280 -0.177
C 3.630 -1.735 5.617 -0.295
C 3.327 -0.446 4.822 -0.564
I 4.579 1.171 5.569 0.911
C 3.294 -0.617 3.224 -0.403
C 3.775 0.661 2.532 -0.222
C 3.552 0.843 1.008 -0.151
C 4.459 0.093 0.056 -0.238
O 4.039 -1.215 -0.197 -0.184
C 4.165 -1.640 -1.529 -0.097
N 4.078 -1.738 2.755 0.075
C 5.466 -1.750 2.996 -0.165
O 6.205 -1.928 1.742 0.073
C 7.512 -1.720 1.846 -0.708
F 7.823 -0.415 2.079 0.129
F 8.095 -2.419 2.855 0.134
F 8.117 -2.081 0.699 0.154
C 1.765 -0.952 2.933 -0.372
O 1.443 -1.889 3.985 -0.079
C 0.166 -2.065 4.396 -0.437
N 0.165 -2.920 5.553 0.139
O -0.564 -2.713 3.277 0.051
C -1.834 -2.656 3.429 -0.414
N -2.948 -2.683 3.652 0.175
P 0.677 0.577 2.974 0.515
S -1.223 0.495 2.518 0.201
C 1.530 -1.699 1.568 -0.694
O 1.797 -2.899 1.575 0.025
O 1.047 -0.970 0.680 -0.072
H 5.076 -1.426 7.230 0.046
H 5.840 -1.694 5.652 0.037
H 5.084 -3.000 6.511 0.075
H 3.428 -2.606 5.011 0.097
H 2.894 -1.775 6.416 0.104
H 2.347 -0.122 5.130 0.026
H 4.841 0.813 2.668 0.075
H 3.303 1.525 2.987 0.053
H 3.819 1.891 0.849 0.117
H 2.511 0.759 0.724 0.081
H 4.467 0.657 -0.881 0.117
H 5.486 0.139 0.436 0.113
H 5.021 -1.186 -2.029 0.081
H 3.241 -1.438 -2.072 0.085
H 4.323 -2.715 -1.513 0.087
H 3.659 -2.631 2.953 0.124
H 5.741 -2.601 3.615 0.131
H 5.830 -0.866 3.512 0.104
H -0.369 -1.157 4.669 0.117
H -0.624 -2.679 6.135 0.085
H 0.067 -3.886 5.269 0.098
H 0.780 0.973 4.321 -0.009
H 1.303 1.607 2.277 -0.007
C -2.784 -6.330 2.036 -0.054
C -4.070 -5.766 2.597 -0.187
O -5.158 -5.916 1.652 0.042
C -5.751 -7.089 1.623 -0.418
O -5.503 -8.053 2.287 0.162
C -6.903 -7.057 0.599 -0.550
F -6.530 -6.472 -0.542 0.167
F -7.940 -6.371 1.101 0.162
F -7.317 -8.291 0.321 0.165
H -2.551 -5.866 1.078 0.088
H -1.962 -6.139 2.724 0.080
H -2.861 -7.406 1.876 0.075
H -3.973 -4.697 2.766 0.084
H -4.340 -6.233 3.543 0.125
C -0.954 0.243 -1.257 -0.072
C -0.817 0.523 -2.733 -0.177
O -1.554 1.717 -3.125 0.022
C -0.955 2.869 -2.922 -0.420
O 0.129 3.073 -2.467 0.177
C -1.866 4.002 -3.432 -0.540
F -3.138 3.835 -3.051 0.158
F -1.849 4.041 -4.777 0.150
F -1.453 5.187 -2.986 0.161
H -2.007 0.173 -0.979 0.084
H -0.456 -0.689 -0.996 0.069
H -0.506 1.031 -0.656 0.064
H -1.255 -0.282 -3.321 0.114
H 0.225 0.628 -3.030 0.126
C -2.686 0.886 -6.150 -0.056
C -3.114 0.277 -7.465 -0.188
O -1.981 -0.220 -8.209 0.034
C -1.541 -1.419 -7.866 -0.408
O -1.978 -2.135 -7.018 0.177
C -0.364 -1.814 -8.780 -0.552
F 0.496 -0.802 -8.930 0.167
F -0.829 -2.150 -9.993 0.162
F 0.288 -2.853 -8.278 0.178
H -1.940 1.664 -6.313 0.083
H -3.543 1.327 -5.642 0.091
H -2.246 0.139 -5.492 0.067
H -3.566 1.027 -8.109 0.124
H -3.837 -0.525 -7.322 0.125
C -4.311 7.390 -2.948 -0.049
C -3.166 8.366 -2.815 -0.188
O -3.643 9.724 -2.685 0.034
C -4.024 10.097 -1.477 -0.411
O -4.020 9.444 -0.479 0.177
C -4.460 11.575 -1.513 -0.551
F -5.238 11.829 -2.570 0.164
F -3.380 12.365 -1.590 0.165
F -5.132 11.891 -0.411 0.173
H -4.959 7.672 -3.778 0.085
H -3.927 6.388 -3.126 0.061
H -4.919 7.370 -2.044 0.083
H -2.553 8.366 -3.713 0.126
H -2.522 8.119 -1.973 0.127
```

Its spin multiplicity is 1. Its total charge is -1. As for the gap between HOMO and LUMO: 7.772 eV.


Number 1: E_tot -159.518789 Eh. Number 2: E_tot -778.731119 Eh. Number 3: E_tot -1110.878127 Eh. Number 4: E_tot -1829.310253 Eh. Number 5: E_tot -2158.050991 Eh. Number 6: E_tot -193.722054 Eh. Number 7: E_tot -1102.840870 Eh. Number 8: E_tot -4921.923500 Eh.